Arrangement w

16
Properties=species:S:1:pos:R:3:lowdin_charge:R:1 method="wB97M-V/def2-TZVPD" multiplicity=1 smiles="COCCNC=O" homo_energy_ev=-9.7706 orbital_gap_ev=10.700 lumo_energy_ev=0.93
C 1.8510 0.2831 0.9952 -0.1085
O 0.8060 0.9511 0.3293 -0.2004
C 0.4644 0.4483 -0.9447 -0.2205
C -1.0694 0.4721 -1.0612 -0.1523
N -1.7073 -0.0628 0.1325 0.0220
C -1.3211 -1.2885 0.5642 -0.3666
O -0.7291 -2.1062 -0.1160 0.0138
H 1.6701 -0.8012 1.0453 0.0876
H 2.8291 0.4610 0.5241 0.0888
H 1.8756 0.6873 2.0128 0.0894
H 0.8458 -0.5781 -1.0719 0.1138
H 0.9005 1.0703 -1.7391 0.1226
H -1.3572 -0.1284 -1.9293 0.1229
H -1.4763 1.4793 -1.2080 0.1220
H -1.9819 0.5926 0.8527 0.1330
H -1.6004 -1.4800 1.6141 0.1322

***

Arrangement x

16
Properties=species:S:1:pos:R:3:lowdin_charge:R:1 method="wB97M-V/def2-TZVPD" multiplicity=1 homo_energy_ev=-9.5807 orbital_gap_ev=10.500 lumo_energy_ev=0.92
C 1.8704 0.5562 -0.4973 -0.1031
O 1.5232 -0.3319 0.5514 -0.1692
C 0.2781 -0.0268 1.1417 -0.1803
C -0.8231 -0.2519 0.1312 -0.3279
C -1.2847 -1.6593 -0.1531 -0.0297
N -1.3466 0.6641 -0.5861 0.0427
O -0.8787 1.9390 -0.2732 -0.0783
H 2.9601 0.5946 -0.5222 0.0881
H 1.4995 0.2106 -1.4740 0.0919
H 1.4673 1.5623 -0.3303 0.0790
H 0.2627 1.0037 1.5175 0.1203
H 0.1563 -0.7097 1.9896 0.1291
H -2.3751 -1.7020 -0.0913 0.0795
H -0.8651 -2.3687 0.5654 0.0789
H -0.9918 -1.9767 -1.1581 0.0827
H -1.4524 2.4966 -0.8112 0.0964

***

What should be chosen as the most stable of them? Choose arrangement w.

***

Arrangement w

16
Properties=species:S:1:pos:R:3:lowdin_charge:R:1 method="wB97M-V/def2-TZVPD" multiplicity=1 homo_energy_ev=-8.3065 orbital_gap_ev=9.142 lumo_energy_ev=0.84
C 1.5282 -0.0399 -1.1549 -0.0871
N 1.8154 0.2485 0.2576 -0.0660
C 1.1608 0.6588 1.3581 -0.1385
O -0.1486 0.9251 1.2918 -0.1299
C -1.0908 0.7998 0.2095 -0.1707
C -1.8321 -0.5146 0.3782 -0.2356
O -0.9794 -1.6310 0.2233 -0.0667
H 2.4400 -0.4554 -1.5967 0.0848
H 0.7232 -0.7732 -1.2563 0.0698
H 1.2791 0.8705 -1.7102 0.0810
H 2.7905 0.1340 0.4866 0.0956
H -1.7812 1.6399 0.3349 0.1288
H -0.6207 0.8796 -0.7710 0.0953
H -2.3133 -0.5213 1.3677 0.1259
H -2.6133 -0.6091 -0.3829 0.1252
H -0.3578 -1.6118 0.9644 0.0882

***

Arrangement x

16
Properties=species:S:1:pos:R:3:lowdin_charge:R:1 method="wB97M-V/def2-TZVPD" multiplicity=1 homo_energy_ev=-10.1373 orbital_gap_ev=7.481 lumo_energy_ev=-2.66
O -1.1587 -0.1317 -1.6706 0.0339
C -0.7428 0.9717 -1.4237 -0.3377
N -0.4017 1.4649 -0.1576 0.0825
C -0.4858 0.5656 0.8068 -0.1326
C 1.0786 -0.2580 1.0874 -0.4678
C 1.6086 -0.7284 -0.2613 -0.0288
O 0.8490 -1.1698 1.8992 0.0477
H -0.6718 1.7204 -2.2245 0.1218
H -3.7394 -2.3643 -0.5928 0.0195
H -0.6835 1.1949 1.6713 0.1318
H -1.1383 -0.2945 0.6977 0.1184
H 1.6668 0.5829 1.5000 0.1494
H 0.8277 -1.1691 -0.8869 0.0759
H 1.9704 0.1377 -0.8215 0.0909
H 2.3273 -1.5153 -0.0704 0.0895
H -3.0583 -2.1840 -0.3671 0.0056

***

Arrangement y

16
Properties=species:S:1:pos:R:3:lowdin_charge:R:1 method="wB97M-V/def2-TZVPD" multiplicity=1 smiles="C[C@@H](O)CC(N)=O" homo_energy_ev=-9.5613 orbital_gap_ev=10.257 lumo_energy_ev=0.70
C -2.0009 -0.3970 -0.8158 -0.0540
C -0.5795 0.1363 -0.7046 -0.4359
O -0.5591 1.3281 0.0838 -0.0607
C 0.3358 -0.8749 -0.0179 -0.0723
C 1.8268 -0.5480 0.0030 -0.5404
N 2.1405 0.7322 0.3332 0.1702
O 2.6701 -1.4006 -0.2207 0.0362
H -2.3821 -0.6601 0.1771 0.0896
H -2.0423 -1.2871 -1.4507 0.0866
H -2.6691 0.3542 -1.2563 0.0816
H -0.1923 0.3541 -1.7132 0.1486
H -1.3687 1.8224 -0.0800 0.0940
H -0.0067 -0.9771 1.0203 0.1362
H 0.2466 -1.8520 -0.4996 0.1273
H 3.1150 0.9887 0.3469 0.1114
H 1.4200 1.4311 0.4436 0.0815

***

Arrangement z

16
Properties=species:S:1:pos:R:3:lowdin_charge:R:1 method="wB97M-V/def2-TZVPD" multiplicity=1 homo_energy_ev=-8.5334 orbital_gap_ev=8.637 lumo_energy_ev=0.10
C -0.5400 -2.3840 -0.3293 -0.1217
N 0.1537 -1.1358 -0.0868 -0.0589
C -0.4015 -0.1187 0.4197 -0.2649
O 0.2017 0.4739 1.8293 -0.0502
C 1.0323 1.1645 1.1244 -0.1012
C 0.0916 1.3884 -0.6547 -0.2399
O 0.8876 0.8419 -1.6317 -0.0880
H -0.8140 -2.4993 -1.3861 0.0728
H 0.1183 -3.2203 -0.0696 0.0705
H -1.4546 -2.4848 0.2717 0.0748
H -1.4504 0.0889 0.6358 0.1536
H 1.3140 2.1539 1.5103 0.1223
H 1.7906 0.6644 0.5107 0.1187
H -0.9456 1.5906 -0.9579 0.1191
H 0.4893 2.3893 -0.4151 0.1167
H 0.8347 -0.1359 -1.4613 0.0761

***

What should be chosen as the most stable of them? Choose arrangement y.

***

Arrangement w

16
Properties=species:S:1:pos:R:3:lowdin_charge:R:1 method="wB97M-V/def2-TZVPD" multiplicity=1 smiles=c1cc[nH]c1.O.O homo_energy_ev=-8.7682 orbital_gap_ev=9.575 lumo_energy_ev=0.81
C 1.1300 0.1805 0.8787 -0.1374
C 1.9981 -0.3178 -0.1581 -0.1253
C 1.9493 0.6002 -1.1802 -0.1334
N 0.8733 1.4095 -0.9412 0.0211
C 0.4829 1.2615 0.3693 -0.1239
H 1.0757 -0.1832 1.8927 0.1043
H 2.8956 -0.8795 0.0547 0.0967
H 2.7322 0.6823 -1.9159 0.1109
H 0.5002 2.0133 -1.6549 0.1478
H -0.1815 1.9851 0.8079 0.1105
O -0.4512 -2.4260 0.2742 -0.0799
H 0.1618 -1.6833 0.4254 -0.0255
H 0.1834 -2.9424 -0.2461 0.0364
O -4.3230 0.0842 0.5428 -0.0630
H -3.8133 0.3661 1.3040 0.0250
H -4.0901 -0.8274 0.3324 0.0358

***

Arrangement x

16
Properties=species:S:1:pos:R:3:lowdin_charge:R:1 method="wB97M-V/def2-TZVPD" multiplicity=1 smiles="C[C@@H](O)CNC=O" homo_energy_ev=-9.9197 orbital_gap_ev=10.542 lumo_energy_ev=0.62
C 1.1772 1.7390 -0.7101 -0.0555
C 0.0585 0.8008 -0.2745 -0.4571
O -0.7231 0.5891 -1.4207 -0.0460
C 0.6414 -0.5074 0.2832 -0.1300
N -0.2939 -1.3620 1.0146 0.0350
C -1.5845 -1.6492 0.7423 -0.3272
O -2.2942 -1.1604 -0.1238 0.0142
H 1.8033 2.0740 0.1242 0.0797
H 0.7184 2.6098 -1.1877 0.0842
H 1.8135 1.2469 -1.4548 0.0855
H -0.5213 1.2833 0.5339 0.1492
H -1.4614 0.0116 -1.1512 0.0468
H 1.0991 -1.0604 -0.5479 0.1344
H 1.4353 -0.2718 1.0006 0.1251
H 0.1156 -1.9313 1.7381 0.1275
H -1.9838 -2.4121 1.4336 0.1342

***

What should be chosen as the most stable of them? Choose arrangement x.